{
  "formula": "C39H53InN5OP2STe",
  "method": "ωB97M-V/def2-TZVPD",
  "homo_ev": -16.3,
  "multiplicity": 1,
  "energy_ha": -3405.2898,
  "total_charge": 3,
  "homo_lumo_gap_ev": 8.057,
  "species": ["In", "N", "C", "S", "N", "C", "C", "C", "C", "C", "C", "H", "H", "H", "H", "H", "H", "H", "H", "C", "P", "C", "C", "C", "C", "C", "C", "C", "H", "H", "H", "H", "H", "H", "H", "H", "H", "H", "H", "O", "P", "N", "C", "C", "C", "C", "N", "C", "C", "C", "C", "N", "C", "C", "C", "C", "H", "H", "H", "H", "H", "H", "H", "H", "H", "H", "H", "H", "H", "H", "H", "H", "H", "H", "H", "H", "H", "H", "H", "H", "Te", "C", "C", "C", "C", "C", "C", "C", "C", "C", "C", "C", "C", "H", "H", "H", "H", "H", "H", "H", "H", "H", "H"],
  "coordinates": [[0.961, 1.030, -0.823], [-0.128, -1.794, -4.376], [0.297, -1.518, -3.154], [1.219, -0.033, -3.018], [0.096, -2.363, -2.158], [-0.569, -3.639, -2.265], [-1.789, -3.771, -2.914], [-2.374, -5.027, -3.005], [-1.757, -6.131, -2.433], [-0.548, -5.982, -1.769], [0.055, -4.736, -1.689], [0.063, -1.157, -5.134], [-0.495, -2.710, -4.599], [0.605, -2.187, -1.300], [-2.288, -2.916, -3.347], [-3.316, -5.141, -3.521], [-2.215, -7.106, -2.512], [-0.061, -6.842, -1.329], [1.008, -4.618, -1.195], [0.390, 4.046, -2.862], [0.937, 3.533, -1.218], [-0.088, 4.398, -0.017], [2.656, 4.022, -1.033], [3.594, 3.418, -1.875], [4.916, 3.820, -1.842], [5.315, 4.804, -0.945], [4.393, 5.394, -0.096], [3.058, 5.015, -0.144], [0.565, 5.119, -2.961], [-0.673, 3.837, -2.993], [0.958, 3.523, -3.631], [-0.029, 5.472, -0.206], [0.239, 4.189, 1.001], [-1.123, 4.075, -0.132], [3.288, 2.668, -2.604], [5.635, 3.376, -2.517], [6.349, 5.120, -0.918], [4.705, 6.167, 0.592], [2.344, 5.508, 0.502], [-0.882, 0.691, 0.029], [-2.277, 0.238, 0.502], [-2.729, 0.935, 1.891], [-2.948, 2.389, 2.026], [-3.932, 2.460, 3.182], [-3.374, 1.406, 4.133], [-2.904, 0.275, 3.207], [-3.336, 0.734, -0.633], [-3.089, 0.389, -2.049], [-4.446, 0.592, -2.720], [-5.433, 0.243, -1.611], [-4.795, 0.900, -0.395], [-2.259, -1.396, 0.633], [-3.535, -2.159, 0.658], [-3.196, -3.459, 1.391], [-2.000, -3.106, 2.272], [-1.228, -2.108, 1.417], [-3.318, 2.816, 1.095], [-2.008, 2.885, 2.293], [-4.923, 2.168, 2.830], [-4.003, 3.449, 3.626], [-4.099, 1.058, 4.864], [-2.522, 1.815, 4.678], [-3.650, -0.517, 3.130], [-1.969, -0.165, 3.561], [-2.768, -0.654, -2.119], [-2.306, 1.021, -2.475], [-4.561, -0.013, -3.617], [-4.565, 1.638, -3.003], [-5.484, -0.839, -1.471], [-6.439, 0.608, -1.800], [-5.093, 0.459, 0.554], [-5.034, 1.966, -0.362], [-3.868, -2.354, -0.362], [-4.320, -1.596, 1.168], [-2.920, -4.226, 0.668], [-4.043, -3.831, 1.963], [-1.396, -3.976, 2.524], [-2.327, -2.646, 3.202], [-0.549, -2.645, 0.743], [-0.632, -1.407, 2.006], [2.157, 0.484, 1.677], [4.113, 1.214, 1.829], [4.985, 1.216, 0.749], [6.301, 1.595, 0.959], [6.727, 1.965, 2.228], [5.844, 1.963, 3.297], [4.523, 1.582, 3.106], [2.653, -1.535, 1.305], [2.515, -2.433, 2.358], [2.946, -3.743, 2.198], [3.518, -4.147, 1.000], [3.660, -3.245, -0.046], [3.227, -1.933, 0.102], [4.656, 0.928, -0.240], [6.998, 1.598, 0.132], [7.757, 2.253, 2.385], [6.180, 2.254, 4.282], [3.837, 1.583, 3.943], [2.093, -2.121, 3.306], [2.857, -4.439, 3.020], [3.875, -5.161, 0.890], [4.133, -3.552, -0.969], [3.411, -1.227, -0.702]]
}